(1)
Entry from OMol25: a structure of composition C15H18N3O9V in a non-equilibrium geometry (ωB97M-V/def2-TZVPD).

Relative energy (zero: lowest compared OMol25 entry of this formula, charge and spin), kcal/mol: 27.6
HOMO-LUMO gap, eV: 6.79

XYZ file:
```
46
Properties=species:S:1:pos:R:3:forces:R:3:lowdin_charge:R:1
O -2.7746 -0.7003 5.4568 -0.2 -0.5 0.4 -0.309
V -2.9928 0.7949 5.1260 4.1 3.3 -2.2 1.108
O -2.1468 1.7122 6.1773 -1.9 -1.9 -1.6 -0.354
C -0.1579 -0.0906 3.6961 1.0 0.9 -0.5 -0.114
C -0.7060 1.0069 2.7935 -0.2 0.2 2.0 -0.400
O -2.0427 1.3118 3.1101 -1.9 -1.1 2.3 -0.303
H -0.7427 -1.0074 3.6218 0.3 0.0 0.3 0.079
H 0.0364 0.3162 4.6885 -0.9 -0.3 0.4 0.071
H 0.8817 -0.1617 3.3761 0.2 -0.9 -0.3 0.056
H -0.4627 0.7436 1.7641 -0.8 0.1 -0.4 0.090
H -0.1275 1.8902 3.0642 0.3 0.3 -0.4 0.081
C 0.4046 4.4977 2.1684 1.9 1.0 0.4 0.017
N -0.5633 4.6451 1.0328 2.9 -0.2 0.7 -0.429
O -0.1587 5.0946 -0.0513 -1.4 -0.5 1.7 0.044
O -1.5744 4.1077 1.3543 -2.5 0.0 -1.5 0.079
H 0.9106 3.5395 2.0500 -0.1 0.1 -0.3 0.086
H -0.0127 4.5162 3.1751 -0.9 -0.1 -0.5 0.095
H 1.1391 5.3030 2.1743 0.1 -0.1 -0.5 0.088
C 1.5698 -1.9051 0.7506 0.3 -0.9 -1.2 -0.039
C 0.5404 -2.1067 -0.1828 1.2 0.5 0.9 -0.067
C 0.6852 -3.0034 -1.2429 0.1 -0.5 0.4 -0.003
C 1.8593 -3.7696 -1.3587 -0.3 0.7 1.1 -0.098
C 2.9014 -3.5732 -0.3930 -0.6 -0.9 -2.0 -0.014
C 2.7619 -2.6436 0.5855 -1.1 1.1 1.3 -0.079
N 2.0831 -4.7682 -2.4558 -0.1 0.1 -1.2 -0.341
O 3.2491 -5.0408 -2.6587 0.1 -0.1 0.4 0.065
O 1.1803 -5.2091 -3.1743 0.3 1.0 1.6 0.062
H 1.5034 -1.2206 1.5834 -0.3 0.1 -0.1 0.079
H -0.3475 -1.4996 -0.0854 -0.3 -0.2 -0.1 0.097
H -0.2184 -3.0788 -1.8296 0.4 -0.5 -0.7 0.114
H 3.8245 -4.1297 -0.4615 -0.1 -0.1 -0.2 0.115
H 3.5323 -2.4718 1.3225 0.3 -0.2 -0.1 0.108
C -0.9802 -0.4817 -4.8775 -1.6 0.0 0.4 -0.072
C 0.0258 0.3715 -4.5444 1.2 0.3 -0.2 -0.105
C 0.0272 1.1311 -3.4001 -1.4 -0.7 2.4 0.017
C -1.0201 0.8927 -2.4184 1.1 -0.1 -2.7 -0.096
C -2.1197 0.0714 -2.7940 1.3 1.0 0.8 -0.010
C -2.1046 -0.5462 -4.0364 0.4 -0.5 -0.2 -0.069
N -0.9421 1.6272 -1.1278 -0.7 0.2 -1.6 -0.354
O 0.0423 2.3057 -0.9281 0.3 -0.3 0.4 0.069
O -1.9388 1.6000 -0.4518 -0.2 -0.3 0.8 0.088
H -0.9095 -1.0112 -5.8161 -0.3 -0.2 0.1 0.110
H 0.8989 0.3995 -5.1795 0.0 0.3 -0.2 0.110
H 0.8703 1.7744 -3.1958 -0.2 0.1 0.3 0.113
H -2.9300 -0.0789 -2.0959 -0.1 0.1 0.0 0.112
H -2.9536 -1.1546 -4.3112 0.0 -0.1 0.0 0.104
```
Forces are in eV/Å.

(2)
Entry from OMol25: an isolated molecule of C15H18N4O3 in a non-equilibrium geometry (ωB97M-V/def2-TZVPD).

Relative energy (zero: lowest compared OMol25 entry of this formula, charge and spin), kcal/mol: 63.9
SMILES: N[C@@H](Cc1ccccc1)C(=O)N[C@@H](Cc1c[nH]cn1)C(=O)O
HOMO-LUMO gap, eV: 9.44

XYZ file:
```
40
Properties=species:S:1:pos:R:3:forces:R:3:lowdin_charge:R:1
N 2.1588 3.5013 -0.3166 -2.0 -1.1 -0.4 0.039
C 1.9656 2.0807 -0.5769 0.8 1.9 -1.8 -0.319
C 3.0807 1.2936 0.2010 -1.7 -0.5 0.6 -0.071
C 2.8680 -0.2403 0.1515 4.2 1.5 -2.8 -0.260
C 2.2343 -0.9437 1.0981 -0.7 0.2 1.9 -0.074
C 2.5258 -2.2938 1.2708 -2.6 -0.6 2.7 -0.073
C 3.3025 -3.0260 0.4212 -0.4 1.2 -0.8 -0.107
C 3.8654 -2.3484 -0.6092 0.5 2.5 -1.2 -0.091
C 3.7199 -0.9488 -0.7174 -0.2 -1.5 0.1 -0.028
C 0.6797 1.6907 0.0580 -1.6 0.6 2.2 -0.438
O 0.2931 2.2731 1.1173 0.6 -2.1 -2.9 0.028
N 0.0780 0.5545 -0.4852 -2.1 1.2 1.4 0.100
C -1.2301 0.1501 0.2112 0.5 0.0 -2.0 -0.133
C -2.4072 1.0086 -0.4441 -0.8 -1.6 -0.6 -0.077
C -3.8105 0.4371 -0.2271 0.4 -2.1 0.0 -0.264
C -4.5311 0.5523 0.9113 -1.3 0.7 -0.1 -0.060
N -5.6786 -0.2553 0.7641 2.2 0.8 0.5 0.054
C -5.4707 -0.9910 -0.3596 0.4 0.9 -0.3 -0.207
N -4.3936 -0.6229 -1.0190 0.3 1.0 1.1 0.103
C -1.3347 -1.3845 -0.1638 -1.3 -1.3 2.1 -0.420
O -1.6490 -2.3371 0.5847 1.1 3.1 -2.1 0.056
O -1.1058 -1.5906 -1.4917 -0.4 -1.1 1.4 0.078
H 1.3545 4.0158 -0.0040 0.4 0.1 0.2 0.074
H 3.0341 3.9135 -0.3317 1.5 0.7 0.0 0.045
H 1.8908 1.9741 -1.7885 0.5 -0.7 2.8 0.184
H 2.8796 1.5334 1.3157 0.7 0.2 -1.9 0.149
H 4.0791 1.6595 -0.1655 -0.9 -0.7 0.6 0.131
H 1.6086 -0.2766 1.7330 0.3 -1.3 0.2 0.133
H 2.0238 -2.8015 2.1450 0.5 0.5 -1.1 0.126
H 3.3262 -4.0512 0.3035 0.1 -2.2 0.9 0.085
H 4.4739 -2.8039 -1.3650 0.2 -0.5 -0.1 0.097
H 4.3163 -0.5311 -1.5133 -0.1 0.7 0.0 0.102
H -0.1192 0.5618 -1.4909 0.9 0.0 0.4 0.138
H -1.1712 0.4453 1.2854 0.1 -0.9 -0.9 0.155
H -2.3464 1.9713 -0.0019 0.1 0.9 0.6 0.096
H -2.3033 1.1841 -1.5316 0.4 -0.5 0.4 0.125
H -4.3647 1.2152 1.7622 -0.3 -0.3 -0.3 0.123
H -6.4377 -0.2119 1.4125 -0.3 -0.5 0.0 0.136
H -6.1441 -1.7828 -0.6193 -0.1 -0.1 -0.3 0.112
H -1.2607 -2.5744 -1.5240 0.2 1.0 -0.5 0.152
```
Forces are in eV/Å.

(3)
Entry from OMol25: an isolated molecule of C15H18N4O3S2 (ωB97M-V/def2-TZVPD).

Relative energy (zero: lowest compared OMol25 entry of this formula, charge and spin), kcal/mol: 0.0
SMILES: Cc1cc(C)nc(S[C@@H](C)C(=O)Nc2ccc(S(N)(=O)=O)cc2)n1
HOMO-LUMO gap, eV: 9.50

XYZ file:
```
42
Properties=species:S:1:pos:R:3:forces:R:3:lowdin_charge:R:1
C 3.2504 -4.1039 5.2722 0.0 0.0 0.0 -0.028
C 1.9378 -3.8524 4.6090 -0.3 -0.2 0.1 -0.320
C 0.8096 -4.6233 4.8834 0.0 0.2 -0.2 0.022
C -0.3672 -4.3058 4.2148 0.3 -0.1 0.2 -0.310
C -1.6380 -5.0578 4.4337 0.0 0.0 0.0 -0.024
N -0.4052 -3.3020 3.3441 -0.2 0.0 -0.1 0.103
C 0.7199 -2.6379 3.1486 -0.3 -0.2 0.1 -0.656
S 0.7108 -1.3232 1.9963 -0.1 0.2 -0.5 1.028
C -1.0355 -1.3922 1.4115 0.3 -0.1 0.3 -0.517
C -1.9665 -0.6980 2.3979 0.0 -0.1 0.0 -0.099
C -1.1641 -0.7589 0.0312 0.1 -0.4 0.5 -0.502
O -1.8424 -1.2635 -0.8318 -0.1 0.0 -0.2 0.092
N -0.4979 0.4240 -0.0784 0.3 0.3 0.2 0.118
C -0.4116 1.2812 -1.1728 0.0 0.2 -0.4 -0.200
C -1.1425 1.0827 -2.3445 -0.1 -0.1 0.0 0.016
C -1.0173 1.9813 -3.3880 0.0 0.1 0.0 -0.042
C -0.1740 3.0667 -3.2631 -0.1 0.4 -0.4 -0.302
S 0.0141 4.1938 -4.6246 0.5 -0.2 -0.5 0.618
N 1.2697 3.4503 -5.4719 -0.6 0.3 0.4 -0.059
O 0.5015 5.4544 -4.1442 0.2 -0.3 0.2 -0.302
O -1.1584 4.1598 -5.4495 0.0 -0.4 0.1 -0.300
C 0.5542 3.2788 -2.1089 0.0 0.0 0.1 -0.054
C 0.4354 2.3873 -1.0616 -0.1 -0.1 -0.1 -0.004
N 1.8836 -2.8556 3.7354 0.3 0.3 -0.2 0.098
H 3.9783 -3.3773 4.9246 0.0 0.0 0.0 0.079
H 3.6001 -5.1080 5.0378 0.1 -0.1 0.0 0.085
H 3.1452 -4.0269 6.3530 0.0 0.0 0.1 0.084
H 0.8469 -5.4357 5.5909 0.0 -0.1 0.1 0.119
H -2.4233 -4.6441 3.8078 0.0 0.0 0.0 0.079
H -1.4963 -6.1088 4.1884 0.0 -0.1 0.0 0.085
H -1.9356 -4.9928 5.4789 -0.1 0.0 0.1 0.085
H -1.2911 -2.4506 1.3390 0.0 0.2 -0.2 0.104
H -1.9205 -1.2039 3.3591 0.0 0.0 0.0 0.066
H -1.6873 0.3451 2.5313 0.0 0.1 0.0 0.076
H -2.9884 -0.7444 2.0267 -0.1 0.0 0.0 0.089
H 0.0753 0.6894 0.7129 -0.2 0.0 -0.1 0.096
H -1.7956 0.2301 -2.4258 0.0 0.0 0.0 0.104
H -1.5788 1.8606 -4.3002 -0.1 -0.1 -0.1 0.117
H 0.9673 3.1234 -6.3750 -0.2 -0.1 -0.2 0.063
H 2.0730 4.0525 -5.5495 0.1 0.2 0.1 0.062
H 1.1918 4.1457 -2.0467 0.1 0.1 0.1 0.115
H 0.9977 2.5391 -0.1516 0.1 0.0 0.1 0.116
```
Forces are in eV/Å.

(4)
Entry from OMol25: an isolated molecule of C15H18N4O5S in a non-equilibrium geometry (ωB97M-V/def2-TZVPD).

Relative energy (zero: lowest compared OMol25 entry of this formula, charge and spin), kcal/mol: 57.7
HOMO-LUMO gap, eV: 8.30

XYZ file:
```
43
Properties=species:S:1:pos:R:3:forces:R:3:lowdin_charge:R:1
C 3.0597 2.4856 -1.9750 0.2 0.5 -0.1 -0.054
H 2.5686 3.0792 -1.2026 0.0 -0.1 -0.1 0.097
H 4.1156 2.3680 -1.7278 -0.1 0.0 0.0 0.099
H 2.9641 2.9871 -2.9374 0.0 0.0 0.1 0.098
O 2.4244 1.2348 -2.1545 -0.1 -0.3 0.0 -0.043
C 2.3557 0.3100 -1.1834 -0.1 -0.3 0.2 -0.172
C 1.7347 -0.8776 -1.5805 0.1 0.2 0.2 0.060
C 1.5460 -1.9383 -0.7153 0.5 -0.1 0.5 -0.147
C 2.0212 -1.8106 0.5883 0.1 1.0 -1.1 -0.148
C 2.6570 -0.6463 1.0072 -0.1 -0.3 0.1 0.080
C 2.8347 0.4232 0.1478 -0.1 0.0 -0.2 -0.171
O 3.4440 1.5816 0.5209 -0.2 -0.1 -0.3 -0.103
C 3.9531 1.6869 1.8326 0.1 0.0 0.2 -0.060
H 4.7138 0.9266 2.0293 0.0 0.0 0.0 0.103
H 4.4068 2.6751 1.8852 0.0 -0.1 0.1 0.099
H 3.1569 1.6131 2.5786 0.0 0.0 0.0 0.101
H 2.9964 -0.6123 2.0300 0.0 0.1 0.0 0.118
N 1.8143 -2.8668 1.5244 -0.1 -0.5 0.5 -0.330
O 2.3556 -2.7868 2.6071 0.1 -0.1 0.2 0.095
O 1.0832 -3.7777 1.1814 0.0 -0.1 0.2 0.098
C 0.9996 -3.2379 -1.2344 -0.2 0.1 -0.2 -0.455
O 1.7200 -4.0770 -1.7135 0.1 0.0 0.0 0.123
N -0.3649 -3.3762 -1.2610 0.1 -0.7 -0.5 0.132
C -1.3455 -2.6057 -0.7149 -0.1 1.2 0.7 -0.565
N -2.5922 -2.9195 -0.8264 1.0 -1.3 -0.9 0.009
N -3.4148 -2.0592 -0.2467 -1.3 0.7 0.5 0.005
C -2.8477 -1.0670 0.3245 0.9 0.0 0.1 -0.582
C -3.5408 0.0325 1.0297 0.2 0.4 0.1 -0.182
H -3.2317 0.0324 2.0785 -0.1 0.0 0.0 0.120
H -4.6128 -0.1652 0.9826 0.0 0.0 0.0 0.129
C -3.2282 1.4053 0.4115 -0.3 0.0 0.0 -0.453
C -3.7115 1.4609 -1.0345 0.3 0.0 0.2 -0.069
H -3.4750 2.4256 -1.4772 0.0 0.1 -0.1 0.078
H -3.2392 0.6844 -1.6319 0.0 -0.1 -0.1 0.072
H -4.7882 1.3148 -1.0785 -0.2 0.0 0.0 0.087
C -3.8804 2.5079 1.2396 0.3 -0.1 -0.1 -0.080
H -4.9607 2.3827 1.2515 -0.2 0.0 0.0 0.082
H -3.6533 3.4832 0.8160 0.0 0.1 0.0 0.076
H -3.5200 2.4873 2.2657 0.0 0.0 0.1 0.076
H -2.1406 1.5467 0.4270 0.0 0.0 0.0 0.116
S -1.0809 -1.1131 0.1795 -0.9 -0.5 -0.2 1.139
H -0.6976 -4.2579 -1.6395 0.1 0.1 0.0 0.172
H 1.4006 -0.9398 -2.6040 0.0 0.0 -0.1 0.147
```
Forces are in eV/Å.

(5)
Entry from OMol25: a structure of composition C15H18N7O2SY (ωB97M-V/def2-TZVPD).

Relative energy (zero: lowest compared OMol25 entry of this formula, charge and spin), kcal/mol: 5.4
<S²>: 0.771
2S+1: 2
Charge: +1
HOMO-LUMO gap (alpha / beta), eV: 4.85 / 8.75

XYZ file:
```
44
Properties=species:S:1:pos:R:3:forces:R:3:lowdin_charge:R:1
Y -0.5966 -0.0423 -0.2250 -0.1 0.0 -0.1 1.327
O 1.5259 -0.5091 0.0013 0.2 -0.1 -0.1 -0.313
N 2.1955 -0.7126 1.1314 0.1 0.0 0.2 -0.203
C 3.5462 -0.6967 1.0658 0.0 0.0 -0.1 -0.013
C 4.3027 -0.9154 2.1789 0.0 0.0 0.1 -0.041
C 3.6507 -1.1510 3.3940 0.0 0.0 0.0 -0.044
C 2.2810 -1.1482 3.4390 0.0 0.0 0.0 -0.075
C 1.5129 -0.9165 2.2857 0.0 0.0 0.1 -0.655
S -0.2086 -0.8770 2.3046 0.1 0.0 0.1 0.639
H 3.9369 -0.4895 0.0814 0.0 0.0 0.0 0.140
H 5.3793 -0.8924 2.1052 0.0 0.0 0.0 0.116
H 4.2241 -1.3253 4.2939 0.0 0.0 0.0 0.119
H 1.7466 -1.3143 4.3627 0.0 0.0 0.0 0.113
C -5.0030 0.7998 -0.0016 0.1 -0.1 0.0 0.033
C -3.5967 1.1372 0.3832 -0.2 0.0 0.0 -0.474
O -2.7165 0.2387 0.3624 -0.1 0.0 0.0 -0.153
N -3.3188 2.3701 0.7512 0.0 0.1 0.0 0.123
C -1.9814 2.8513 1.1457 0.1 -0.1 0.0 -0.111
C -1.1036 3.2085 -0.0023 0.3 0.0 -0.3 -0.301
C -0.8838 4.5117 -0.3562 0.2 -0.1 -0.3 -0.061
C -0.0439 4.8374 -1.4365 0.0 -0.1 0.0 -0.093
C 0.5753 3.7615 -2.1313 -0.2 0.1 0.2 -0.104
C 0.3365 2.4826 -1.7445 -0.1 0.1 0.0 -0.193
N -0.5027 2.1367 -0.6874 -0.1 0.0 0.1 -0.141
H -5.0025 0.4209 -1.0233 0.0 0.0 0.0 0.101
H -5.6792 1.6473 0.0725 0.0 0.0 0.0 0.088
H -5.3490 -0.0052 0.6459 0.0 0.0 0.0 0.102
H -4.0576 3.0530 0.6972 0.0 0.0 0.0 0.157
H -1.5262 2.0662 1.7592 0.0 0.0 0.1 0.104
H -2.1341 3.7208 1.7797 0.0 0.0 0.0 0.129
H -1.3659 5.2906 0.2228 0.0 0.0 0.0 0.110
H 0.1333 5.8637 -1.7184 0.0 0.0 0.0 0.089
H 1.2396 3.9387 -2.9656 0.0 0.0 0.0 0.100
H 0.8114 1.6562 -2.2713 0.0 0.0 0.0 0.093
N 1.7391 -4.1653 -1.4718 0.0 -0.1 0.0 0.205
C 0.7339 -4.7872 -2.1043 0.0 0.0 0.0 -0.471
N 0.8914 -6.0530 -2.4911 0.0 0.0 0.0 0.196
N -0.4339 -4.2120 -2.3751 0.1 0.0 0.0 0.135
C -0.5878 -2.9805 -2.0290 0.0 0.0 0.1 -0.312
N -0.7616 -1.8737 -1.7156 0.0 0.1 -0.1 0.066
H 2.6130 -4.6302 -1.3009 0.0 0.0 0.0 0.123
H 1.6420 -3.2079 -1.1704 0.0 0.0 0.0 0.098
H 1.7185 -6.5854 -2.2919 0.0 0.0 0.0 0.122
H 0.1177 -6.5023 -2.9505 0.0 0.0 0.0 0.129
```
Forces are in eV/Å.

Question: relative energy (zero: lowest compared OMol25 entry of this formula, charge and spin) of number 5 (C15H18N7O2SY)?
Answer: 5.4 kcal/mol

Question: Among the records above, which one has the lowest relative energy (zero: lowest compared OMol25 entry of this formula, charge and spin)?
Answer: C15H18N4O3S2